{"formula": "C3H8OS", "method": "ωB97M-V/def2-TZVPD", "e_above_lowest_kcal_mol": 18.7, "max_force_ha_per_bohr": 0.06072, "gap_ev": 9.9855, "species": ["C", "O", "C", "C", "S", "H", "H", "H", "H", "H", "H", "H", "H"], "coordinates": [[-0.74, 0.06, 1.13], [0.20, -0.38, 2.10], [-0.40, -0.40, -0.28], [0.32, 0.85, -0.98], [1.62, 0.41, -2.18], [-1.70, -0.43, 1.42], [-0.74, 1.11, 1.35], [0.36, -1.31, 2.07], [0.33, -1.20, -0.31], [-1.28, -0.66, -0.84], [0.82, 1.48, -0.25], [-0.54, 1.42, -1.31], [1.77, -0.94, -1.92]]}